ORCA calculation (ωB97M-V/def2-TZVPD) on a molecular structure, C23H29NO5 in a non-equilibrium geometry.

Lowest unoccupied orbital energy   0.15 eV
HOMO level   -8.4856 eV
Total charge   0
Spin multiplicity   1
Energy relative to the best compared isomer or geometry (same formula, charge and spin)   2124.8 kJ/mol

Geometry (Å):
1 C 0.336 4.000 -1.164
2 C -0.318 3.307 -0.129
3 H 0.346 3.186 0.694
4 H -1.254 3.898 0.200
5 O -0.984 1.909 -0.769
6 C -0.966 0.918 0.199
7 O -0.563 0.878 1.437
8 C -1.426 -0.216 -0.722
9 C -1.456 -1.441 0.223
10 C 0.049 -1.918 0.724
11 C 0.848 -1.852 -0.474
12 N 0.791 -0.751 -1.393
13 C 1.919 -0.121 -1.486
14 O 1.761 1.256 -1.821
15 C 3.235 -0.393 -1.057
16 C 3.929 -1.513 -1.110
17 C 5.312 -1.416 -0.625
18 C 5.178 -0.082 0.008
19 O 4.095 0.611 -0.294
20 C 6.207 0.791 0.821
21 O 6.818 -0.022 1.618
22 C 5.882 -0.298 2.909
23 H 6.601 -0.826 3.528
24 H 5.498 0.537 3.413
25 H 5.188 -0.868 2.152
26 H 7.130 1.091 0.034
27 H 5.755 1.446 1.130
28 H 6.163 -1.742 -0.746
29 H 3.613 -2.368 -1.696
30 C -0.388 -0.522 -1.692
31 H -0.314 0.529 -2.422
32 H -0.831 -1.329 -2.510
33 H 1.955 -2.239 -0.159
34 H 0.513 -3.004 -1.135
35 H 0.397 -1.164 1.378
36 H 0.017 -2.602 1.334
37 H -1.970 -1.248 1.036
38 H -1.872 -2.275 0.050
39 C -2.830 0.060 -1.169
40 C -4.012 0.149 -0.042
41 C -3.871 1.001 0.925
42 C -5.046 1.201 2.001
43 C -5.937 0.070 1.893
44 C -5.858 -1.073 0.985
45 C -4.955 -0.935 -0.118
46 C -4.736 -2.210 -1.025
47 H -5.630 -2.924 -0.721
48 H -4.913 -1.936 -1.992
49 H -3.942 -2.629 -1.091
50 H -6.678 -1.652 1.081
51 H -6.566 0.185 2.589
52 H -4.899 2.001 2.401
53 H -3.045 1.940 0.583
54 H -2.946 -0.838 -1.831
55 H -2.682 0.912 -1.580
56 H -0.349 4.350 -1.851
57 H 1.027 3.266 -1.697
58 H 0.672 4.914 -0.823

ORCA calculation (ωB97M-V/def2-TZVPD) on a molecular structure, C8H20LiNO7Sr2 in a non-equilibrium geometry.

Lowest unoccupied orbital energy   -14.54 eV
HOMO level   -16.5851 eV
Total charge   +4
Spin multiplicity   1
Energy relative to the best compared isomer or geometry (same formula, charge and spin)   0.0 kJ/mol

Geometry (Å):
1 Sr 26.993 -14.753 -15.615
2 Sr 25.679 -9.619 -17.374
3 Li 24.835 -15.450 -20.079
4 N 24.482 -13.216 -17.841
5 O 24.393 -11.955 -17.659
6 O 24.014 -13.708 -18.858
7 O 25.003 -13.977 -16.940
8 C 26.840 -7.571 -14.555
9 O 25.758 -8.067 -15.392
10 C 24.559 -8.244 -14.601
11 C 23.378 -7.946 -15.455
12 O 23.531 -8.807 -16.580
13 C 22.303 -9.290 -17.152
14 H 27.754 -7.456 -15.138
15 H 27.082 -8.286 -13.767
16 H 26.550 -6.605 -14.149
17 H 24.535 -7.545 -13.765
18 H 24.535 -9.308 -14.343
19 H 23.431 -6.902 -15.777
20 H 22.462 -8.070 -14.877
21 H 22.535 -9.892 -18.039
22 H 21.756 -8.481 -17.640
23 H 21.654 -9.902 -16.530
24 C 23.988 -10.937 -24.600
25 O 23.089 -11.424 -23.653
26 C 21.855 -10.770 -23.435
27 C 21.482 -10.914 -21.969
28 O 21.932 -12.159 -21.468
29 C 21.184 -12.663 -20.408
30 H 23.641 -11.115 -25.627
31 H 24.974 -11.390 -24.528
32 H 24.163 -9.858 -24.721
33 H 21.178 -11.010 -24.260
34 H 22.016 -9.701 -23.634
35 H 20.441 -10.711 -21.710
36 H 22.066 -10.151 -21.434
37 H 21.528 -13.616 -19.992
38 H 20.140 -12.887 -20.639
39 H 21.313 -11.964 -19.567